(1)
Entry from the OMol25 dataset: a structure of composition C39H27BrF4N2O6PReSbSe4 (ωB97M-V/def2-TZVPD).

CARTESIAN COORDINATES (ANGSTROEM)
Re -0.32921 -0.36047 0.45053
F -3.97996 5.53451 -1.28527
C -3.38239 4.61350 -0.57512
C -3.44116 4.64768 0.81164
F -4.09578 5.60716 1.42070
C -2.79368 3.66806 1.55340
F -2.84280 3.75398 2.87612
C -2.09739 2.62805 0.94904
P -1.14720 1.43316 1.92946
C -2.26445 0.82207 3.21002
C -3.64463 0.81717 3.01975
C -4.46687 0.20727 3.95463
C -3.92128 -0.40193 5.07820
C -2.54663 -0.40475 5.26904
C -1.71514 0.19695 4.33412
C 0.07157 2.51281 2.73240
C 1.09409 3.04659 1.93568
C 2.04736 3.87746 2.50465
C 1.99436 4.17789 3.86039
C 0.96278 3.67682 4.63786
C -0.00852 2.85475 4.07511
C -2.04625 2.63893 -0.43690
Br -0.98128 1.35694 -1.34317
C -2.66575 3.59915 -1.20455
F -2.56952 3.57556 -2.52495
H -4.08819 1.28013 2.14718
H -5.53889 0.21518 3.81039
H -4.56986 -0.86460 5.80990
H -2.12465 -0.85809 6.15672
H -0.64303 0.21760 4.49975
H 1.13794 2.85535 0.86629
H 2.82199 4.30410 1.88471
H 2.74396 4.81960 4.30362
H 0.90330 3.92886 5.68819
H -0.82007 2.50250 4.69548
Se 2.14523 -4.18439 3.38946
Sb 0.71981 -2.64716 4.28360
Se 1.73088 0.10676 1.52433
Se -1.56811 -1.73302 1.84882
Se 2.10698 -0.31160 3.71349
O -2.06471 -3.01960 0.57072
C -1.74961 -2.74840 -0.65652
O -1.11342 -1.68495 -0.93324
C -2.12694 -3.68982 -1.69844
C -2.88387 -4.82180 -1.38193
C -3.22304 -5.71386 -2.38195
C -2.78378 -5.45032 -3.66652
C -2.03010 -4.33999 -4.00593
C -1.70040 -3.44666 -3.00746
N -3.13577 -6.41468 -4.74688
O -2.62051 -6.22647 -5.82559
O -3.90032 -7.30169 -4.45263
H -3.20562 -5.00083 -0.36567
H -3.81379 -6.59775 -2.19030
H -1.72082 -4.20421 -5.03176
H -1.10970 -2.56919 -3.22876
C 5.31459 -0.29422 -1.16346
O 4.09553 0.07698 -1.82257
C 3.63115 1.32155 -1.64928
C 4.12488 2.23277 -0.71572
C 3.62898 3.52470 -0.67322
C 2.61220 3.93612 -1.52667
C 2.10754 3.03676 -2.44655
C 2.60261 1.73806 -2.50509
N 2.17485 0.93326 -3.59795
C 2.02743 -0.35155 -3.78281
C 2.01601 -1.46210 -2.89125
C 2.40212 -2.68797 -3.47557
C 2.53288 -3.82864 -2.72011
C 2.24480 -3.76352 -1.35944
C 1.79859 -2.59429 -0.76371
C 1.66440 -1.42476 -1.51729
O 1.16286 -0.28552 -1.02190
H 5.58135 -1.26647 -1.56430
H 5.16183 -0.37010 -0.08556
H 6.10326 0.42497 -1.38295
H 4.93980 1.94913 -0.06466
H 4.07776 4.23473 0.00870
H 2.26114 4.95871 -1.51511
H 1.35533 3.35253 -3.16158
H 2.08442 1.47499 -4.45108
H 1.91017 -0.60340 -4.83272
H 2.62984 -2.71627 -4.53469
H 2.85174 -4.75597 -3.17351
H 2.35267 -4.65237 -0.74988
H 1.54413 -2.61848 0.28808

Values from the calculation:
net charge	+3
total energy	-15301.40772	Ha
molecular weight	1430.33	g mol⁻¹
LUMO level (spin up / spin down)	-10.6806 / -10.6828	eV
max |F|	0.79	eV Å⁻¹

=====

(2)
Entry from the OMol25 dataset: a structure of composition C39H28BrN7O9Y (ωB97M-V/def2-TZVPD).

CARTESIAN COORDINATES (ANGSTROEM)
Y -0.50085 -0.69541 -0.10160
O 3.46784 -1.40544 -2.28088
C 2.53703 -1.52211 -1.49518
N 1.16833 -1.76151 -1.70429
C 0.93350 -2.33660 -2.93232
O 1.76042 -2.74906 -3.75039
C -0.50679 -2.42301 -3.22432
C -0.87070 -3.14058 -4.36142
C -2.22436 -3.17462 -4.68030
C -3.13075 -2.36784 -4.00569
C -2.57678 -1.50639 -3.04053
N -1.36423 -1.66818 -2.49560
C 2.82711 -1.38860 -0.06506
C 4.09444 -1.09358 0.33336
C 4.37209 -0.92148 1.68032
C 3.29852 -0.82139 2.54447
C 2.01605 -1.09629 2.01193
N 1.80696 -1.54933 0.80548
H -0.09959 -3.53706 -5.00584
H -2.50048 -3.76651 -5.57575
H -4.17476 -2.26615 -4.26940
H -3.17622 -0.67985 -2.66578
H 4.87869 -0.96713 -0.46197
H 5.39737 -0.83258 2.08118
H 3.37651 -0.62276 3.59934
H 0.07574 -1.61833 2.35642
C -4.76798 0.34291 1.99448
O -4.28360 -0.92693 2.55242
C -3.28728 -0.75983 3.46462
C -3.57711 -0.58802 4.81579
C -2.65960 0.08775 5.67792
C -1.35764 0.29103 5.19012
C -1.01544 -0.07210 3.89279
C 0.49270 -0.00385 3.56674
N 0.85011 -1.07229 2.76660
N 1.05010 1.22808 3.17714
C 0.95920 1.69955 1.97881
O 0.40157 1.10510 0.97868
C 1.57322 3.01394 1.65826
C 1.40126 3.69099 0.43604
C 2.14824 4.82870 0.24703
C 3.17738 5.22539 1.12874
C 3.29949 4.49783 2.30556
C 2.52379 3.40012 2.59542
C -1.95118 -0.66671 2.98699
O -1.77117 -0.93177 1.69642
H -5.79747 0.22513 1.67967
H -4.17729 0.66583 1.10228
H -4.81676 1.16951 2.72606
H -4.57359 -0.92439 5.23324
H -2.93171 0.52079 6.64310
H -0.66377 0.77092 5.88115
H 0.99140 -0.21231 4.53183
H 0.55779 3.38024 -0.18726
H 1.93111 5.48422 -0.59409
H 3.88786 6.06545 0.89708
H 4.02458 4.86261 3.04271
H 2.72306 2.79502 3.45389
O -2.50644 2.49710 -2.32171
C -1.38914 1.96294 -2.14187
O -1.13032 0.89175 -1.37951
C -0.24926 2.47973 -2.94908
C -0.42399 3.52676 -3.85944
C 0.59670 3.89677 -4.71728
C 1.84663 3.33191 -4.56376
C 2.05114 2.32962 -3.64790
C 1.02852 1.92307 -2.83643
N 2.92674 3.82697 -5.31277
O 2.79804 4.71741 -6.19433
O 4.07012 3.32154 -5.04092
H -1.38888 4.05460 -3.88536
H 0.40054 4.65145 -5.49378
H 3.05202 1.88579 -3.53431
H 1.19523 1.13158 -2.11149
Br -4.40940 -5.70885 0.17388
C -2.81701 -4.82548 0.71972
C -1.86364 -5.51355 1.46757
C -0.54258 -4.97151 1.43666
C -0.26459 -3.87955 0.64204
N -1.25644 -3.09808 0.14164
C -2.50321 -3.52269 0.19155
H -2.15434 -6.36926 2.11277
H 0.23138 -5.41398 2.08496
H 0.73447 -3.60148 0.27626
H -3.27866 -2.80570 -0.07352

Values from the calculation:
net charge	-1
total energy	-5175.96426	Ha
molecular weight	907.50	g mol⁻¹
LUMO level	1.1258	eV
max |F|	5.02	eV Å⁻¹

=====

(3)
Entry from the OMol25 dataset: a structure of composition C39H30AuF4N7O2 (ωB97M-V/def2-TZVPD).

CARTESIAN COORDINATES (ANGSTROEM)
Au -0.84575 -0.42757 0.08901
C -2.80055 0.33843 -3.37639
C -1.35885 0.62613 -3.64239
C -1.00965 1.53723 -4.62349
C 0.31645 1.78093 -4.93049
C 1.31215 1.12503 -4.22789
C 1.01115 0.20343 -3.23749
C 2.14165 -0.49537 -2.54509
C -0.34085 -0.06207 -2.94789
N -0.72445 -0.98367 -1.96889
C -1.49615 -2.03247 -2.33169
O -1.56115 -2.47577 -3.46489
C -2.30065 -2.67237 -1.22519
C -3.05535 -3.83337 -1.36089
C -3.77105 -4.27277 -0.25289
C -3.69375 -3.60007 0.96371
C -2.90695 -2.45287 1.01831
N -2.30875 -2.04237 -0.07369
C -2.62045 -1.63517 2.26191
O -3.20055 -1.87677 3.30591
N -1.68405 -0.68537 2.09671
C -1.26395 0.16753 3.11631
C -0.36255 -0.25777 4.11831
C -0.13195 -1.70237 4.40891
C 0.23045 0.68993 4.93591
C -0.08575 2.03303 4.82241
C -1.07995 2.42713 3.94101
C -1.70285 1.51173 3.11021
C -2.90235 1.91503 2.31751
H -3.42865 1.13813 -3.75729
H -2.99385 0.22873 -2.30989
H -3.07805 -0.59117 -3.87619
H -1.79695 2.04093 -5.16389
H 0.57085 2.47053 -5.72069
H 2.34905 1.30943 -4.46729
H 3.09065 -0.21737 -3.00169
H 2.03805 -1.57727 -2.62579
H 2.18015 -0.22447 -1.49029
H -3.05245 -4.35697 -2.30519
H -4.38635 -5.15647 -0.33949
H -4.20845 -3.94737 1.84741
H -0.16455 -2.31507 3.51851
H -0.93385 -2.04617 5.06361
H 0.81365 -1.85257 4.92211
H 0.93925 0.36223 5.68051
H 0.39385 2.75733 5.46401
H -1.39215 3.46193 3.91671
H -2.89545 2.98253 2.11191
H -3.79205 1.67983 2.90711
H -2.98395 1.36973 1.38181
F 1.44125 5.46053 -1.80489
C 1.89375 4.35683 -1.19439
C 3.23345 4.05183 -1.27409
F 4.04245 4.88553 -1.93989
C 3.78215 2.86143 -0.72099
C 2.87205 2.09443 0.04541
C 1.54485 2.40953 0.13561
F 0.78045 1.61683 0.93471
C 0.96995 3.50833 -0.53839
C -0.45135 3.66803 -0.59709
C -1.16435 2.50593 -0.47759
N -1.64565 1.44343 -0.44459
C -1.11225 4.86973 -0.88239
N -1.69095 5.84073 -1.08569
F 3.29855 1.02493 0.73871
C 5.11285 2.44163 -0.92069
C 6.11265 3.22863 -1.50469
N 6.99945 3.81953 -1.93729
C 5.55925 1.16823 -0.53979
N 5.95435 0.11673 -0.28849
C 1.83135 -3.27287 1.98871
C 0.58315 -3.05197 1.11681
C 0.41515 -4.21537 0.14111
C 0.75615 -1.72217 0.42771
H 1.72145 -4.18927 2.56291
H 1.97235 -2.44797 2.68081
H 2.71595 -3.34727 1.36201
H -0.29375 -3.04297 1.77541
H 1.24125 -4.25757 -0.56739
H -0.51155 -4.13207 -0.42089
H 0.38585 -5.15347 0.69241
H 1.21925 -1.86207 -0.54319
H 1.35815 -1.04117 1.02691

Values from the calculation:
total energy	-2572.88025	Ha
molecular weight	901.68	g mol⁻¹
LUMO level (spin up / spin down)	-4.5767 / -4.5752	eV
max |F|	4.10	eV Å⁻¹